Density functional theory data (ωB97M-V with the def2-TZVPD basis set) for a molecular structure, C12H29NO4PPtS in a non-equilibrium geometry.

E_tot: -45949.8458 eV
total charge: +1

Positions of all 49 atoms, in Å:
C1 1.216 -2.752 0.487
C2 1.977 -1.779 1.395
C3 3.044 -0.970 0.709
C4 2.648 -0.323 -0.607
C5 3.788 -0.102 -1.570
P1 1.682 1.413 0.035
O1 1.107 1.387 -1.521
C6 -0.248 1.562 -1.874
C7 -0.933 0.202 -2.180
N1 -2.264 0.176 -1.630
C8 -2.565 -0.862 -0.662
C9 -3.693 -0.464 0.267
C10 -4.984 -0.144 -0.480
O2 -3.918 -1.506 1.214
O3 0.427 0.568 0.675
C11 -0.303 1.419 1.567
C12 0.406 2.778 1.622
S1 -0.695 4.167 1.950
O4 1.027 2.912 0.375
H1 0.840 -3.614 1.024
H2 0.365 -2.257 0.024
H3 1.863 -3.108 -0.312
H4 2.574 -2.334 2.262
H5 1.279 -1.152 1.933
H6 3.876 -1.621 0.425
H7 3.464 -0.256 1.413
H8 1.880 -0.862 -1.143
H9 3.416 0.246 -2.525
H10 4.285 -1.054 -1.744
H11 4.522 0.600 -1.190
H12 2.844 2.005 -0.646
H13 2.402 1.425 1.269
H14 -0.247 2.170 -2.775
H15 -0.811 2.093 -1.119
H16 -0.326 -0.570 -1.715
H17 -0.921 0.030 -3.251
H18 -2.963 0.201 -2.354
H19 -1.676 -1.041 -0.061
H20 -2.848 -1.812 -1.133
H21 -3.378 0.406 0.838
H22 -5.814 -0.605 0.042
H23 -5.165 0.921 -0.554
H24 -4.975 -0.566 -1.484
H25 -3.515 -2.312 0.907
H26 -1.278 1.577 1.106
H27 -0.472 0.982 2.544
H28 1.130 2.780 2.438
H29 -0.791 3.896 3.247
Pt1 2.724 -3.847 2.760

These are the Mulliken partial charges, in e, on atoms 1 to 2:
1 C -1.076
2 C 0.234